[1]
Entry from the Open Molecules 2025 dataset: a cluster of 10 separate species, C37H61NO27 in total at a distorted geometry (ωB97M-V/def2-TZVPD).

Results
Kohn-Sham gap = 9.8 eV
SMILES string = C[C@H]1COC(=O)O1.C[C@H]1COC(=O)O1.C[C@H]1COC(=O)O1.C[C@H]1COC(=O)O1.C[C@H]1COC(=O)O1.C[C@H]1COC(=O)O1.COC(=O)OC.COC(=O)OC.COC(=O)OC.CCCC#N
Total charge = 0

Element x y z (Å)
C 1.4322 -2.9477 2.2352
C 2.8782 -3.1217 1.7212
C 2.9662 -3.6987 0.3032
O 4.0412 -2.9697 -0.2468
C 4.1212 -1.7817 0.3802
O 4.8622 -0.8907 0.1022
O 3.2822 -1.7957 1.4492
H 0.6452 -2.5897 1.6052
H 1.4832 -2.4717 3.1622
H 1.0722 -3.9577 2.4242
H 3.5312 -3.6467 2.4172
H 2.1392 -3.4977 -0.3568
H 3.2512 -4.7067 0.3192
C -1.6348 5.5883 -2.8608
C -0.9558 4.5843 -3.8568
C 0.5782 4.8033 -3.9058
O 1.1292 3.7903 -3.1078
C 0.1322 3.0193 -2.7168
O 0.2402 2.0973 -1.8568
O -1.0528 3.3263 -3.2518
H -1.5208 6.6163 -3.3408
H -1.0008 5.5423 -1.9328
H -2.6108 5.1993 -2.5048
H -1.2948 4.6833 -4.8778
H 0.8722 5.8103 -3.6848
H 0.9072 4.5643 -4.8998
C 1.0432 -2.3457 -2.7678
C 0.2712 -1.0507 -2.8638
C 0.7102 -0.2307 -3.9948
O -0.2508 -0.3527 -4.9838
C -1.2978 -0.7937 -4.3978
O -2.3108 -0.8657 -4.9408
O -1.0438 -1.1707 -3.2258
H 0.7322 -2.8677 -3.6778
H 0.6272 -2.9487 -2.0278
H 2.1622 -2.2097 -2.6018
H 0.4602 -0.5317 -1.9208
H 1.6292 -0.5197 -4.4658
H 0.8562 0.7963 -3.7828
C -4.2558 0.5153 -2.9468
C -3.5118 0.9793 -1.7078
C -3.4138 2.4713 -1.5128
O -4.2838 2.7193 -0.3798
C -4.6208 1.6373 0.1682
O -5.1868 1.5823 1.2312
O -4.1698 0.5303 -0.4718
H -4.2938 -0.5137 -3.1238
H -3.8578 1.0353 -3.7528
H -5.3098 0.8183 -2.9788
H -2.4538 0.6743 -1.7678
H -3.7328 3.0813 -2.4308
H -2.3958 2.7603 -1.3018
C -1.0698 -0.8517 4.8812
C -2.6068 -0.8337 4.9412
C -3.1938 0.2133 3.9482
O -3.7318 -0.5747 2.9222
C -3.5638 -1.8517 3.0412
O -3.9958 -2.6887 2.2162
O -2.8988 -2.1237 4.1772
H -0.6108 -1.4517 5.6732
H -0.5128 0.0533 4.8552
H -0.6858 -1.4877 3.9822
H -3.1768 -0.8287 5.8422
H -2.6098 1.0733 3.5882
H -3.9438 0.7293 4.5262
C -3.0178 -3.1007 -1.4038
C -3.5688 -3.5157 -2.6458
C -3.0228 -4.8127 -3.1458
O -4.2288 -5.4707 -3.5728
C -5.3158 -4.8677 -3.1498
O -6.4978 -5.2227 -3.2808
O -4.9678 -3.7527 -2.6148
H -1.8868 -3.2537 -1.3768
H -3.3758 -3.4657 -0.5008
H -3.2678 -1.9907 -1.4758
H -3.2628 -2.9227 -3.4518
H -2.3878 -5.2637 -2.5098
H -2.5248 -4.6817 -4.0888
C -0.8868 0.0563 0.7572
O 0.5242 -0.2287 0.5582
C 1.2532 0.4893 1.1772
O 0.8702 1.0643 2.4672
O 2.4222 0.7213 0.7882
C 3.3222 1.1963 1.7022
H -1.1798 -0.2637 1.7442
H -1.3288 -0.5517 0.0102
H -1.0548 1.1223 0.6002
H 4.2852 1.2473 1.1502
H 3.5392 0.4353 2.4482
H 2.9072 2.0683 2.1732
C 0.8382 4.1033 0.6672
O -0.3278 3.3083 1.0382
C -1.4338 3.9123 1.1932
O -1.6288 5.1363 0.5632
O -2.3428 3.3643 2.0392
C -3.5478 4.0653 2.3352
H 1.1642 4.8273 1.4042
H 0.5472 4.5853 -0.2258
H 1.6982 3.3873 0.4952
H -4.1098 4.3593 1.4792
H -3.3968 4.8333 3.1072
H -4.0018 3.2633 2.8362
C 4.3002 -5.5767 6.6522
O 4.5492 -4.6577 5.6342
C 4.2652 -3.3447 5.6592
O 3.4212 -2.6917 6.6052
O 4.7462 -2.6247 4.5882
C 4.4812 -1.2627 4.3902
H 4.9752 -5.5837 7.4532
H 4.3032 -6.6857 6.3762
H 3.3722 -5.3987 7.0942
H 4.8162 -0.7147 5.2172
H 3.4802 -0.9817 4.1692
H 5.0452 -0.8987 3.5232
C 4.1692 3.3083 -1.5528
C 3.9922 2.2533 -2.7268
C 3.7212 0.8883 -2.2458
C 4.1782 -0.3417 -3.1038
N 4.5192 -1.2577 -3.7008
H 5.0982 3.2993 -0.9218
H 3.2472 3.3693 -1.0508
H 4.3142 4.3213 -1.9908
H 4.8212 2.1733 -3.4428
H 3.1712 2.4893 -3.4048
H 2.7672 0.7783 -1.7528
H 4.4472 0.8313 -1.4498

=====

[2]
Entry from the Open Molecules 2025 dataset: a structure of composition C13H40N2O9P2RuSi4 (ωB97M-V/def2-TZVPD).

Results
Kohn-Sham gap (alpha / beta) = 8.0 / 7.1 eV
2S+1 = 6
Total charge = +1

Element x y z (Å)
Ru 0.7426 -0.6806 0.1992
C 4.7866 -1.4151 2.8784
C 3.5524 -2.0424 2.2396
O 3.4908 -3.4534 2.4778
P 2.0238 -1.4463 3.0110
O 2.0343 -1.9137 4.5159
O 2.1194 0.1264 3.1384
O 0.7880 -1.7750 2.2367
P 3.5342 -1.7847 0.4030
O 3.2917 -0.1520 0.3302
O 4.8280 -2.2055 -0.1422
O 2.2121 -2.3087 -0.1307
H 4.8185 -1.6278 3.9478
H 4.8147 -0.3372 2.7155
H 5.6736 -1.8399 2.4081
H 4.2334 -3.8707 2.0190
H 2.1690 -2.8628 4.6554
H 2.7193 0.4702 3.8129
H 3.9574 0.3063 -0.2005
C 1.1716 -2.1058 -4.5361
O 0.4768 -2.9005 -3.5514
C 0.2924 -2.3368 -2.3757
O 0.6115 -1.1831 -2.1048
N -0.3729 -3.1663 -1.5318
N -0.4493 -2.8086 -0.1831
H 1.2580 -2.7456 -5.4064
H 2.1545 -1.8284 -4.1634
H 0.5934 -1.2155 -4.7703
H -0.4239 -4.1415 -1.7871
H 0.2091 -3.3542 0.3680
H -1.3952 -2.9199 0.1631
C -3.5082 -0.6618 1.9288
Si -2.4186 0.8591 1.8838
C -3.4496 2.4217 1.8776
C -1.2990 0.8744 3.3758
Si -1.2509 0.7958 -0.1748
Si -2.6172 0.6596 -2.0788
C -4.0137 1.8929 -1.8964
C -3.3493 -1.0606 -2.2114
C -1.6137 1.0595 -3.6086
Si 0.4352 2.4779 -0.5159
C -0.5888 3.9769 -0.9877
C 1.3922 2.8596 1.0430
C 1.6009 2.0594 -1.9243
H -4.1321 -0.6329 2.8266
H -2.9114 -1.5755 1.9742
H -4.1714 -0.7240 1.0645
H -4.0286 2.4697 2.8044
H -4.1455 2.4663 1.0399
H -2.8149 3.3094 1.8373
H -1.9244 1.0027 4.2643
H -0.5806 1.6948 3.3511
H -0.7496 -0.0610 3.4805
H -4.7058 1.5972 -1.1057
H -4.5800 1.9363 -2.8309
H -3.6533 2.9001 -1.6798
H -4.0216 -1.2609 -1.3743
H -2.5906 -1.8449 -2.2357
H -3.9352 -1.1371 -3.1311
H -1.4414 2.1340 -3.6996
H -2.1634 0.7387 -4.4978
H -0.6466 0.5571 -3.6010
H -1.3146 4.2314 -0.2137
H -1.1270 3.8217 -1.9238
H 0.0801 4.8330 -1.1199
H 0.7240 3.0560 1.8834
H 1.9942 3.7581 0.8794
H 2.0624 2.0464 1.3245
H 1.0877 2.1112 -2.8850
H 2.0532 1.0702 -1.8477
H 2.4008 2.8064 -1.9319

=====

[3]
Entry from the Open Molecules 2025 dataset: a cluster of 2 separate species, C3H7NOS in total at a distorted geometry (ωB97M-V/def2-TZVPD).

Results
Kohn-Sham gap (alpha / beta) = 9.5 / 7.8 eV
Total charge = 0

Element x y z (Å)
C 2.4720 0.6671 0.0727
C 0.0635 -1.3119 0.0973
C -0.7849 0.8632 -0.4656
N 0.0969 -0.2423 -0.7828
O 4.9688 0.2230 0.2358
S 3.7114 -0.3015 -0.2856
H 2.5431 1.7820 0.4561
H 1.1704 -1.6906 0.2862
H -0.3797 -1.1617 1.0268
H -0.5377 -2.0841 -0.5073
H -0.5016 1.3555 0.3809
H -0.7785 1.4727 -1.2546
H -1.7064 0.3722 -0.1536

=====

[4]
Entry from the Open Molecules 2025 dataset: a structure of composition C29H30CrN9O3P (ωB97M-V/def2-TZVPD).

Results
Kohn-Sham gap (alpha / beta) = 6.4 / 6.4 eV
2S+1 = 4
Total charge = +1

Element x y z (Å)
Cr 1.1459 -1.5641 -1.9919
C -3.3396 1.4415 -0.9852
N -2.2854 0.4527 -0.7923
C -2.1911 -0.4155 0.2641
C -1.0717 -1.1654 0.0584
N -0.4951 -0.7584 -1.1095
C -1.2449 0.2059 -1.6167
P -0.7441 1.1934 -3.0599
C -0.4407 -0.2035 -4.2007
N 0.3591 -1.2161 -3.8939
C 0.6642 -1.8620 -5.0573
C 0.0369 -1.2213 -6.0874
N -0.6454 -0.1700 -5.5370
C -1.5075 0.7573 -6.2659
C 1.0155 1.3927 -2.5826
N 1.8093 0.3997 -2.2207
C 3.0516 0.9216 -2.0153
C 3.0057 2.2626 -2.2667
N 1.7149 2.5484 -2.6223
C 1.2034 3.8747 -2.9516
H -4.0985 1.2809 -0.2253
H -2.9417 2.4495 -0.8827
H -3.7919 1.3236 -1.9672
H -2.9111 -0.4169 1.0634
H -0.6304 -1.9320 0.6703
H 1.2946 -2.7322 -5.0755
H 0.0061 -1.4313 -7.1413
H -1.7237 0.3307 -7.2410
H -2.4405 0.8976 -5.7267
H -1.0130 1.7180 -6.3973
H 3.8730 0.3192 -1.6694
H 3.7609 3.0250 -2.2050
H 1.9727 4.6037 -2.7149
H 0.9627 3.9426 -4.0109
H 0.3163 4.0930 -2.3612
C -4.4171 0.6273 4.4443
O -3.5186 -0.3794 4.0070
C -2.2467 -0.3355 4.4980
C -1.4247 -1.4082 4.1460
C -0.1090 -1.4367 4.5466
C 0.4127 -0.3947 5.3179
C -0.4273 0.6146 5.7412
C -1.7535 0.6693 5.3183
N 1.7722 -0.3689 5.8118
N 2.7358 -0.6744 5.0956
C 2.5893 -0.8251 3.6700
C 3.0867 -1.9757 3.1274
C 2.8787 -2.2954 1.7717
C 2.2065 -1.4362 0.9353
O 1.9493 -1.7726 -0.3084
C 1.7641 -0.1704 1.4619
N 1.0965 0.6796 0.6283
C 0.7344 1.8466 1.0911
C 1.0419 2.3081 2.3865
C 1.6814 1.4588 3.2373
C 2.0062 0.1486 2.8147
H -5.3797 0.3920 3.9986
H -4.0946 1.6173 4.1120
H -4.5147 0.6246 5.5317
H -1.8493 -2.2208 3.5714
H 0.5152 -2.2779 4.2810
H -0.0331 1.3810 6.3964
H -2.3779 1.4874 5.6423
H 3.5810 -2.6811 3.7839
H 3.2300 -3.2337 1.3645
H 0.1765 2.4872 0.4099
H 0.7817 3.3135 2.6876
H 1.9616 1.7843 4.2315
C 0.6287 -4.4114 -3.0118
O 1.2017 -3.3136 -2.3685
H -0.1292 -4.1224 -3.7497
H 0.1566 -5.0719 -2.2809
H 1.4100 -4.9797 -3.5232